The following is a DFT calculation (ωB97M-V/def2-TZVPD) of a cluster of 9 separate species, H18O9 in total at a distorted geometry.

## Properties
Kohn-Sham gap (alpha / beta): 10.22 / 2.51 eV
Molar mass: 162.1 g mol⁻¹
Relative energy (zero: lowest compared OMol25 entry of this formula, charge and spin): 25.77 kcal/mol
LUMO (alpha / beta): -0.1316 / -0.4037 Eh
Calculated total energy: -687.5390 Eh
F_max: 1.45 eV/Å

Geometry as ORCA input:
```
! wB97M-V def2-TZVPD RIJCOSX def2/J DEFGRID3
* xyz 1 2
O 2.3867 1.6467 -0.3308
O -0.3706 0.1552 -0.3199
O -2.8459 -1.0293 2.4149
O 2.7614 -1.3077 -3.2183
O 0.0731 2.8909 -1.5559
O -0.3815 -2.3670 1.7534
O 2.4509 -1.0217 -0.2036
O -3.7722 -1.6164 -0.2753
O -0.7370 2.9911 1.2395
H -0.8649 2.0445 1.1765
H 2.6242 -0.3630 -3.2886
H -0.9076 -0.6080 -0.1069
H 2.3228 2.1528 0.4791
H -1.9331 -0.9808 2.1308
H 0.7998 2.3442 -1.2571
H 0.4544 -2.2823 2.2119
H 0.0261 3.0928 1.8083
H -0.6633 2.6361 -1.0000
H -3.2539 -1.6460 1.8071
H -4.6992 -1.8454 -0.2083
H 2.2187 -1.5745 -2.4763
H 2.4530 -1.0918 0.7510
H 0.4807 -0.2101 -0.5610
H 2.8748 2.2122 -0.9293
H -0.3147 -3.1986 1.2841
H 2.5582 -0.0863 -0.3758
H -3.7408 -0.9376 -0.9495
*
```

The following is a DFT calculation (ωB97M-V/def2-TZVPD) of a structure of composition C27H40BrN8O2S3SbTi at a distorted geometry.

## Properties
Kohn-Sham gap (alpha / beta): 7.52 / 7.51 eV
Molar mass: 854.4 g mol⁻¹
Relative energy (zero: lowest compared OMol25 entry of this formula, charge and spin): 0.00 kcal/mol
LUMO (alpha / beta): -0.0970 / -0.0987 Eh
Calculated total energy: -6499.5986 Eh
F_max: 1.20 eV/Å

Geometry as ORCA input:
```
! wB97M-V def2-TZVPD RIJCOSX def2/J DEFGRID3
* xyz 1 2
Sb 0.8208 2.6483 1.4593
Br 0.9579 2.8563 -2.3306
Ti 0.5739 0.0813 -0.2614
S 3.1513 0.7295 -0.3103
S -1.6240 -0.7442 3.1021
S -1.5675 1.1647 -0.5636
O -0.3775 -1.4791 -0.6182
O 1.2413 -0.0466 -6.5595
N 2.6739 -2.3923 0.3923
N 0.7777 -0.6131 1.6926
N 0.9624 0.0940 -2.4420
N 5.5456 -0.5112 -0.0868
N -2.6833 -1.3815 -0.4231
N 3.9550 -1.8486 0.3114
N 6.1384 -1.6948 0.2041
N -4.0312 0.3823 -0.0821
C -0.4418 -5.6036 -0.7405
C -1.5954 -3.4960 -0.6248
C 0.9977 1.1901 -3.2068
C -2.8465 -5.5456 -0.7172
C -0.4084 -4.2213 -0.6747
C 5.2752 -3.9318 0.8218
C -0.6486 4.1688 1.0469
C -5.1225 -0.5668 0.1692
C 1.1624 -0.0484 -5.2228
C -0.4721 5.4744 1.8066
C -2.8165 -4.1642 -0.6484
C -4.2126 2.2349 1.5254
C -0.2421 -0.6795 2.3030
C -5.7836 -1.0158 -1.1226
C 1.0538 -1.0852 -3.0835
C 1.7530 1.8667 4.2645
C 0.5256 2.4364 3.5647
C 4.2072 -0.5656 -0.0404
C -1.6613 -6.2662 -0.7599
C -2.8027 -0.0382 -0.3445
C -4.3784 1.7926 0.0784
C 1.0896 1.1856 -4.5808
C 2.5464 3.9208 1.5605
C -1.5531 -2.0176 -0.5375
C 5.1556 -2.5055 0.4482
C 1.1568 -1.2102 -4.4485
C 2.9031 4.5810 0.2375
H 3.3748 3.3125 1.9260
H 1.2869 -0.9450 -6.9082
H -4.9142 1.7210 2.1812
H -0.3389 1.7903 3.7159
H -6.6079 -1.6922 -0.9038
H 2.7752 -3.3768 0.6136
H 2.0638 5.1488 -0.1687
H -5.4126 1.8977 -0.2526
H -4.3903 3.3054 1.6121
H -3.7302 -3.5906 -0.6081
H -0.6392 4.3440 -0.0312
H 6.0994 0.3008 -0.3061
H -3.7579 2.3917 -0.5860
H 2.1665 -1.9280 1.1597
H -4.7228 -1.4137 0.7224
H -6.1820 -0.1680 -1.6789
H 1.2220 -2.1903 -4.8989
H -5.0653 -1.5366 -1.7530
H 4.8090 -4.5765 0.0766
H 0.4793 -6.1691 -0.7755
H 1.1117 2.1037 -5.1464
H -0.5217 5.3276 2.8850
H 1.0376 -1.9650 -2.4504
H 2.3262 4.6652 2.3260
H -3.2024 2.0173 1.8733
H -1.2573 6.1833 1.5424
H 4.8110 -4.1208 1.7901
H 2.6041 2.5446 4.2001
H 2.0501 0.9109 3.8293
H 0.4804 5.9504 1.5799
H 3.1992 3.8419 -0.5072
H 0.2763 3.4269 3.9455
H -5.8336 -0.0462 0.8105
H 0.5310 -3.6885 -0.6668
H -1.6122 3.7071 1.2719
H 6.3293 -4.1834 0.8862
H -1.6887 -7.3458 -0.8088
H 1.5501 1.6963 5.3218
H -3.7951 -6.0636 -0.7348
H 3.7333 5.2777 0.3580
*
```

The following is a DFT calculation (ωB97M-V/def2-TZVPD) of an isolated molecule of C4H7NO.

## Properties
Kohn-Sham gap: 8.86 eV
Molar mass: 85.1 g mol⁻¹
Relative energy (zero: lowest compared OMol25 entry of this formula, charge and spin): 95.05 kcal/mol
LUMO: 0.0133 Eh
Calculated total energy: -286.4802 Eh
F_max: 0.48 eV/Å

Geometry as ORCA input:
```
! wB97M-V def2-TZVPD RIJCOSX def2/J DEFGRID3
* xyz 0 1
O 1.2333 1.7673 0.3974
N 1.1579 -0.4620 -0.1262
C 0.2054 -0.3313 -1.2397
C -1.5720 0.0000 0.4481
C -0.7895 -0.9874 -0.3413
C 1.4690 0.6133 0.6753
H -1.2508 1.0528 0.4223
H 1.2105 -1.3884 0.2804
H -1.7194 -0.3342 1.4816
H -2.5659 -0.0749 -0.0219
H 0.5400 -0.8983 -2.1120
H 0.1069 0.7350 -1.4726
H 1.9746 0.3081 1.6086
*
```

The following is a DFT calculation (ωB97M-V/def2-TZVPD) of a structure of composition C23H18CoN4O4S2.

## Properties
Kohn-Sham gap (alpha / beta): 5.93 / 5.84 eV
Molar mass: 537.5 g mol⁻¹
LUMO (alpha / beta): 0.1801 / 0.1801 Eh
Calculated total energy: -3586.4754 Eh
F_max: 0.79 eV/Å

Geometry as ORCA input:
```
! wB97M-V def2-TZVPD RIJCOSX def2/J DEFGRID3
* xyz -2 2
Co -0.0837 1.4424 0.3019
S 2.0758 1.7301 -0.2769
S -1.2526 1.1341 -3.2101
O -0.0202 -0.5756 0.5640
O 0.7627 -2.6256 0.2635
O -0.0738 1.6981 -3.8164
O -2.5015 1.4241 -3.8825
N -3.6108 1.1421 -1.2838
N -0.5091 -4.7793 -3.4511
N -2.0943 1.9909 0.3552
N -1.2789 1.5448 -1.6559
C -1.3142 -1.4188 -2.1333
C 2.3704 -0.9354 0.6680
C -1.1451 -2.7911 -2.2068
C -0.5533 -1.2085 -4.3971
C -4.5543 1.2208 -0.3589
C -0.7157 -3.3869 -3.3852
C 0.3945 0.8707 3.0839
C 0.4945 2.5100 4.8530
C -2.3863 1.5619 -0.9102
C 0.5176 1.1873 4.4307
C -4.3529 1.6519 0.9480
C 0.2362 3.1859 2.5574
C -3.0470 1.9959 1.2705
C -1.0265 -0.6273 -3.2300
C 4.5494 -1.7040 1.4630
C 2.9015 0.3483 0.4140
C 0.2471 1.8590 2.0971
C 4.2686 0.5455 0.6963
C 0.9282 -1.4091 0.4420
C -0.4135 -2.5816 -4.4833
C 0.3547 3.5108 3.9020
C 5.0794 -0.4429 1.2074
C 3.2152 -1.9235 1.1807
H 0.4126 -0.1642 2.7703
H -5.5466 0.8928 -0.6646
H -0.0289 -3.0316 -5.3924
H 4.6746 1.5307 0.5029
H -0.2831 -0.5770 -5.2328
H -1.2803 -3.3907 -1.3170
H -1.0656 -5.2907 -2.7812
H 5.1653 -2.4997 1.8672
H 2.7679 -2.8968 1.3327
H 0.3461 4.5526 4.2124
H 6.1237 -0.2279 1.4099
H 0.6338 0.3905 5.1606
H -1.5883 -0.9691 -1.1907
H 0.5914 2.7568 5.9059
H -5.1527 1.6647 1.6737
H 0.1423 3.9919 1.8349
H -0.6391 -5.1527 -4.3806
H -2.7352 2.2755 2.2717
*
```

The following is a DFT calculation (ωB97M-V/def2-TZVPD) of a cluster of 2 separate species, C7H8N6O6 in total at a distorted geometry.

## Properties
Kohn-Sham gap: 5.51 eV
Molar mass: 272.2 g mol⁻¹
LUMO: -0.0991 Eh
Calculated total energy: -1051.0827 Eh
SMILES string: O=[N+]([O-])c1cc([N+](=O)[O-])c2no[n+]([O-])c2c1.CNN
F_max: 2.85 eV/Å

Geometry as ORCA input:
```
! wB97M-V def2-TZVPD RIJCOSX def2/J DEFGRID3
* xyz 0 1
O 3.0540 3.9798 0.9374
O 1.0195 4.7991 0.8872
O 3.4583 -0.2868 0.6117
O -2.6933 0.0716 -0.1774
O 2.1255 -2.1311 0.4401
O -2.9904 2.0944 0.6243
N 3.3127 1.0781 0.7903
N -0.8713 -2.6917 -0.9000
N 1.8197 3.8325 0.9094
N -2.2532 1.1317 0.3697
N -0.6890 -1.3966 -1.4298
N 2.2237 -0.9333 0.6665
C 1.9731 1.2703 0.9397
C 1.2091 2.5117 0.9002
C 1.2548 0.0561 0.8985
C -0.8442 1.1786 0.6802
C -1.8735 -3.4218 -1.6445
C -0.1238 -0.0408 0.7098
C -0.1858 2.4269 0.8044
H -2.6651 -2.7172 -1.9176
H -2.2732 -4.2077 -0.9991
H -1.4522 -0.8003 -1.0590
H -1.4525 -3.8820 -2.5508
H -0.5931 -1.0183 0.7803
H 0.2577 -1.0762 -1.2288
H -0.7743 3.3417 0.7904
H 0.0267 -3.1689 -0.8335
*
```

The following is a DFT calculation (ωB97M-V/def2-TZVPD) of an isolated molecule of C5H8O.

## Properties
Kohn-Sham gap: 9.49 eV
Molar mass: 84.1 g mol⁻¹
Relative energy (zero: lowest compared OMol25 entry of this formula, charge and spin): 29.89 kcal/mol
LUMO: 0.0411 Eh
Calculated total energy: -270.5103 Eh
SMILES string: C1=COCCC1
F_max: 0.86 eV/Å

Geometry as ORCA input:
```
! wB97M-V def2-TZVPD RIJCOSX def2/J DEFGRID3
* xyz 0 1
O 0.0925 -1.5893 0.5664
C -0.3574 1.0881 -0.3928
C 1.1450 -0.7471 0.0115
C 0.5152 0.0530 -1.1216
C -0.9088 -0.8279 1.0844
C -0.9474 0.4861 0.8597
H -0.0787 -0.6644 -1.6969
H -1.6686 -1.3566 1.6657
H -1.5080 1.1079 1.5402
H 1.5638 -0.0074 0.7311
H 1.9208 -1.4628 -0.2366
H 1.2184 0.5312 -1.8169
H -1.2113 1.3969 -1.0125
H 0.2244 1.9923 -0.1818
*
```

The following is a DFT calculation (ωB97M-V/def2-TZVPD) of a cluster of 14 separate species, C45H127N9O14 in total at a distorted geometry.

## Properties
Kohn-Sham gap: 8.53 eV
Molar mass: 1018.6 g mol⁻¹
Relative energy (zero: lowest compared OMol25 entry of this formula, charge and spin): 0.00 kcal/mol
LUMO: 0.0047 Eh
Calculated total energy: -3336.5711 Eh
F_max: 2.84 eV/Å

Geometry as ORCA input:
```
! wB97M-V def2-TZVPD RIJCOSX def2/J DEFGRID3
* xyz 0 1
O 19.5248 -6.2774 -9.7520
O 23.5209 -1.8004 -4.3817
O 18.0388 -7.3449 -6.1086
O 28.5755 -3.3075 -6.6087
O 20.1446 2.9085 -4.0275
O 18.5928 -1.3292 -8.4790
O 16.1686 1.2119 -6.3916
O 13.3267 -5.6246 -6.0259
O 23.8928 -4.0996 -8.0014
O 18.7749 -1.6247 -5.9605
O 17.5110 -1.1160 -0.8539
O 21.9019 -5.2186 -12.6131
O 23.5374 1.6652 -9.8885
O 17.4012 -8.7241 -8.2668
N 23.0350 -1.2691 -7.7497
N 25.6132 -3.0196 -6.2118
N 14.4017 -1.5887 -4.7707
N 17.8557 -4.1733 -10.7497
N 18.8588 -10.3012 -6.2204
N 16.9522 -3.0904 -3.9138
N 23.8771 -7.4131 -14.9249
N 16.2896 -5.9780 -3.7210
N 21.3137 -0.3551 -5.1660
C 17.5949 -10.1267 -8.4510
C 23.6875 3.0664 -9.7179
C 23.0643 1.0111 -8.7243
C 22.4729 -1.0809 -10.0607
C 19.7226 -6.0426 -4.8514
C 23.2674 -2.2213 -3.0629
C 16.6430 -3.7225 -8.8300
C 18.8210 -10.6361 -7.6572
C 21.9499 -4.9542 -11.2056
C 19.2376 -6.6285 -6.1668
C 19.3880 -2.8937 -6.0558
C 21.9278 -2.9425 -3.1416
C 20.1074 1.4858 -3.9922
C 18.4352 -3.6459 -2.0384
C 19.6928 3.5515 -2.8707
C 17.1900 -2.8334 -2.5107
C 17.2439 -1.3187 -2.2292
C 17.4973 -3.1124 -9.8985
C 19.6522 -8.3345 -11.0086
C 13.1716 -5.5040 -7.4653
C 19.9891 1.1596 -6.5142
C 22.6648 -4.7681 -7.7529
C 18.8030 -2.3787 -9.4784
C 19.1271 -6.8945 -10.9567
C 20.8755 1.0072 -5.2832
C 26.4413 -3.8330 -5.4009
C 23.2979 -0.4794 -8.9288
C 23.0884 -5.9192 -13.1003
C 25.5309 -5.0251 -4.9795
C 14.9013 -5.8915 -4.1135
C 14.6608 -5.4272 -5.6041
C 22.7667 -6.5476 -14.5261
C 16.2989 -8.1485 -8.9551
C 16.5268 2.5055 -6.0965
C 14.1298 -5.0786 -3.0652
C 27.6943 -4.3819 -6.1983
C 17.7759 0.2426 -0.5087
C 15.0587 -0.7653 -5.7964
C 18.0186 -0.1135 -9.0378
C 21.4106 -7.3279 -14.4286
C 22.9115 -6.2626 -7.5955
C 18.9901 -12.1491 -7.8426
C 15.5268 0.5889 -5.2640
C 14.3095 -0.7445 -7.1053
C 29.6426 -3.7688 -7.3701
H 18.8916 -5.8405 -6.8357
H 16.3613 -3.2978 -1.9761
H 24.1854 3.4186 -8.8145
H 18.7434 -9.2982 -6.1925
H 19.1595 -8.8620 -11.8254
H 23.1790 -2.2310 -8.0218
H 16.3005 -0.7924 -2.3747
H 17.4076 2.5416 -5.4553
H 15.3825 -6.0205 -6.1655
H 24.0972 -2.8564 -2.7528
H 14.8872 -0.3226 -7.9277
H 17.8961 0.6188 -8.2397
H 19.1186 -12.4653 -8.8777
H 20.3826 0.5494 -7.3272
H 20.7306 -8.4098 -11.1478
H 22.7563 3.6307 -9.7681
H 18.5668 -1.3965 -6.8694
H 16.7032 -10.6955 -8.1873
H 20.3041 3.3767 -1.9853
H 19.0044 -5.5000 -4.2368
H 18.2594 -4.7084 -2.2063
H 13.4923 -4.5161 -7.7961
H 13.0795 -4.9629 -3.3326
H 17.9739 0.4159 0.5490
H 24.9756 -2.4590 -5.6647
H 15.7931 3.1399 -5.5992
H 18.6206 0.6846 -1.0370
H 16.8883 -2.4487 -10.5123
H 20.4930 -5.3184 -5.1163
H 16.3233 -2.9738 -8.1051
H 21.0996 -4.3640 -10.8638
H 18.9336 0.8878 -6.5002
H 19.4636 -6.2632 -11.7791
H 26.2229 -2.3223 -6.6144
H 21.9656 -4.5792 -8.5675
H 22.5043 -2.1705 -10.0657
H 20.6524 1.1417 -3.1132
H 18.6957 3.2336 -2.5664
H 21.3813 -8.0033 -13.5736
H 13.8594 -1.6927 -7.3992
H 23.9975 -5.3189 -13.0657
H 16.8633 0.8121 -0.6843
H 22.1972 -4.4983 -6.8059
H 16.4567 -7.0703 -8.9298
H 21.9525 -5.9387 -10.7379
H 20.0302 -7.2069 -6.6414
H 23.4694 1.4233 -7.8002
H 12.1763 -5.8109 -7.7866
H 27.3353 -4.9462 -7.0590
H 23.9830 -8.1490 -14.2412
H 14.9660 -4.3811 -5.6319
H 16.1639 0.5481 -4.3805
H 18.7196 -3.6737 -6.4205
H 15.7596 -4.2002 -9.2535
H 20.1968 -6.8622 -4.3113
H 20.0096 2.1637 -6.9376
H 26.6893 -3.2462 -4.5164
H 23.6490 -1.0367 -6.9822
H 23.2002 -6.6474 -6.6174
H 23.4924 -6.7675 -8.3674
H 24.9541 -5.5340 -5.7518
H 13.9876 -5.5208 -2.0792
H 22.7108 -5.7560 -15.2733
H 14.6722 1.2236 -5.0296
H 19.3530 -3.4637 -2.5973
H 20.2965 -2.8724 -6.6577
H 15.9128 -1.4107 -6.0016
H 28.1913 -5.1164 -5.5646
H 20.4491 -0.8751 -5.2118
H 30.1943 -4.4803 -6.7557
H 22.8398 -4.3899 -10.9266
H 16.0895 -2.7686 -4.3289
H 19.7945 -12.5090 -7.2011
H 21.9814 1.1074 -8.6452
H 15.3580 -8.3961 -8.4636
H 17.0596 -0.2866 -9.5260
H 19.5395 4.6232 -2.9981
H 30.2927 -2.9446 -7.6639
H 16.1582 -8.5249 -9.9683
H 19.6625 -3.1230 -5.0262
H 14.4707 -6.8910 -4.0532
H 24.8114 -4.6729 -4.2403
H 14.5267 -4.0634 -3.0730
H 17.6970 -2.6924 -4.4679
H 19.7764 -10.2837 -8.0460
H 26.1588 -5.7517 -4.4639
H 19.0024 -5.4747 -9.6854
H 21.9226 -6.7087 -7.7002
H 17.9468 -7.7674 -6.9657
H 13.9284 -6.1273 -7.9416
H 16.9614 3.0014 -6.9644
H 21.8512 -3.8922 -3.6711
H 20.5854 -6.6166 -14.3956
H 21.8294 -0.5444 -6.0135
H 18.0732 -0.9159 -2.8106
H 24.3340 -3.9067 -7.1709
H 19.0838 1.1129 -3.9558
H 18.5426 -3.5897 -0.9551
H 18.6746 0.1842 -9.8558
H 24.7671 -6.9417 -14.8494
H 18.0782 -12.5454 -7.3962
H 23.1897 -6.7478 -12.3994
H 19.3407 -1.9722 -10.3350
H 16.5373 -5.0057 -3.8368
H 14.0652 -2.4589 -5.1574
H 24.3128 3.5201 -10.4868
H 19.4339 -3.1723 -9.0779
H 21.7608 1.6237 -5.4393
H 13.5702 -1.0972 -4.4756
H 16.7892 -6.3628 -4.5098
H 18.0408 -6.8077 -10.9810
H 22.7451 -1.3064 -4.6568
H 17.8157 -10.3644 -9.4916
H 23.2797 -1.3416 -2.4194
H 21.2779 -7.8774 -15.3606
H 22.8064 -0.7486 -11.0438
H 24.3461 -0.6425 -9.1796
H 18.2269 -3.6057 -11.4982
H 29.2461 -4.3425 -8.2078
H 17.2373 -4.4762 -8.3134
H 21.5543 -3.0422 -2.1225
H 13.4992 -0.0564 -6.8646
H 17.9790 -10.5437 -5.7878
H 19.3385 -8.9038 -10.1337
H 17.0386 -4.5370 -11.2187
H 21.1774 -2.3478 -3.6624
H 21.5056 -0.5840 -9.9876
*
```

The following is a DFT calculation (ωB97M-V/def2-TZVPD) of an isolated molecule of C3H3NO3 at a distorted geometry.

## Properties
Kohn-Sham gap: 11.00 eV
Molar mass: 101.1 g mol⁻¹
Relative energy (zero: lowest compared OMol25 entry of this formula, charge and spin): 19.45 kcal/mol
LUMO: 0.0071 Eh
Calculated total energy: -396.5934 Eh
SMILES string: O=CN(C=O)C=O
F_max: 1.84 eV/Å

Geometry as ORCA input:
```
! wB97M-V def2-TZVPD RIJCOSX def2/J DEFGRID3
* xyz 0 1
O -1.6913 -1.4632 -0.0080
O 2.2632 -0.5738 -0.0824
O -0.5900 2.1766 -0.0329
N 0.0371 -0.0398 -0.0320
C 1.4019 0.2362 0.1160
C -0.4952 -1.3613 0.0091
C -0.9122 1.0126 -0.0067
H 0.2173 -2.1559 0.1596
H -1.9188 0.6703 0.0942
H 1.6186 1.3221 0.2458
*
```